Record 1
Below is a cluster of 2 separate species, C2H9NS2 in total in a non-equilibrium geometry, with properties calculated with wB97M-V/def2-TZVPD.

Each line ends with the natural charge from an NBO analysis.
Atoms and positions in Å:
C -1.16178 1.74613 1.94789  -0.414
N -1.78254 0.42726 1.69347  -0.839
H -0.66686 2.10162 1.03529  0.170
H -0.32233 1.55416 2.62901  0.190
H -1.93071 2.40964 2.36482  0.199
H -2.75074 0.42338 1.40382  0.353
H -1.28720 0.05629 0.89031  0.342
C 1.12190 -0.23233 -1.57865  -0.711
S 2.74985 -1.20201 -1.87331  0.059
S 1.78032 -2.97489 -2.48896  -0.153
H 0.66465 -0.72043 -0.71547  0.211
H 0.51720 -0.65865 -2.37300  0.223
H 1.07512 0.85307 -1.53092  0.231
H 1.99312 -3.78325 -1.40431  0.139

***

Record 2
Below is a cluster of 2 separate species, C2H9NS2 in total in a non-equilibrium geometry, with properties calculated with wB97M-V/def2-TZVPD.

Each line ends with the natural charge from an NBO analysis.
Atoms and positions in Å:
S -1.54867 1.58196 -4.30725  -0.141
S -2.37460 0.72483 -2.53903  -0.119
H -0.40527 2.17833 -3.87973  0.132
H -1.68333 -0.41163 -2.66324  0.130
C 0.19694 0.03373 2.40854  -0.416
N 0.49055 0.12132 0.99752  -0.631
C 1.15449 -1.04516 0.39553  -0.413
H 1.13004 0.12216 2.97717  0.184
H -0.33188 -0.84605 2.79227  0.163
H -0.34510 0.93820 2.68641  0.200
H -0.28950 0.45768 0.46745  0.356
H 0.51881 -1.91551 0.22157  0.165
H 1.47449 -0.66888 -0.57850  0.196
H 2.01303 -1.27099 1.02129  0.195

***

Table of relative energy (zero: lowest compared OMol25 entry of this formula, charge and spin) (eV), in record order: 1.1226; 0.9685